Record 1
This record from the Open Molecules 2025 dataset describes a molecular structure, C20H46OP4Yb in a non-equilibrium geometry. The level of theory is ωB97M-V/def2-TZVPD.

XYZ file:
```
72
Properties=species:S:1:pos:R:3:lowdin_charge:R:1
Yb -2.653 1.886 -2.745 1.189
P 1.109 -0.669 3.138 0.848
P 2.099 1.812 -0.772 0.925
P -1.078 -2.455 0.649 0.791
H -0.796 3.437 -4.199 0.086
C -1.854 3.194 -4.254 -0.203
C -2.810 3.906 -3.547 -0.205
H -2.554 4.657 -2.797 0.081
C 2.068 -1.249 1.709 -0.200
C 2.282 0.294 4.133 -0.193
C 0.749 -2.156 4.105 -0.195
C 0.873 2.534 -1.880 -0.226
C 1.834 2.393 0.908 -0.206
C 3.797 2.170 -1.254 -0.180
C -2.517 -2.185 -0.474 -0.265
C -1.640 -3.919 1.593 -0.307
C 0.021 -3.416 -0.483 -0.268
H -2.183 2.536 -5.067 0.089
H -3.878 3.890 -3.836 0.094
H 2.627 -2.132 2.035 0.089
H 2.791 -0.493 1.375 0.051
H 1.431 -1.530 0.861 -0.001
H 2.898 -0.418 4.696 0.089
H 1.770 0.954 4.842 0.053
H 2.933 0.897 3.485 0.063
H 1.683 -2.738 4.162 0.091
H -0.032 -2.765 3.630 0.042
H 0.441 -1.876 5.121 0.073
H 1.309 3.397 -2.383 0.071
H -0.016 2.845 -1.322 0.008
H 0.639 1.756 -2.611 0.023
H 2.556 3.177 1.188 0.084
H 1.984 1.567 1.620 -0.007
H 0.823 2.826 1.059 0.044
H 3.923 3.209 -1.565 0.075
H 4.061 1.538 -2.103 0.068
H 4.483 2.010 -0.417 0.071
H -3.188 -3.053 -0.385 0.058
H -2.218 -2.063 -1.519 0.020
H -3.073 -1.292 -0.157 0.011
H -2.174 -4.577 0.899 0.054
H -2.296 -3.585 2.407 0.029
H -0.753 -4.424 2.008 0.047
H -0.514 -4.246 -0.970 0.071
H 0.891 -3.798 0.075 0.049
H 0.375 -2.701 -1.232 0.006
C 0.392 -0.714 -2.818 -0.505
C 1.510 -0.891 -3.675 -0.042
C 1.324 -1.339 -4.972 -0.051
C 0.012 -1.376 -5.504 -0.079
C -1.084 -0.936 -4.748 -0.116
C -0.920 -0.622 -3.400 -0.161
O 0.593 -0.775 -1.539 -0.259
H 1.764 0.422 -0.901 0.036
H 2.525 -0.757 -3.295 0.106
H 2.208 -1.660 -5.537 0.123
H -0.136 -1.738 -6.516 0.109
H -2.103 -0.856 -5.154 0.107
H -1.789 -0.599 -2.713 0.018
C -0.689 2.224 3.778 -0.189
P -0.930 0.594 3.015 0.850
C -2.029 -0.298 4.158 -0.195
C -1.881 0.916 1.509 -0.233
H -0.524 2.975 2.993 0.058
H -1.611 2.468 4.322 0.086
H 0.158 2.235 4.476 0.052
H -2.911 0.339 4.309 0.085
H -2.342 -1.259 3.723 0.063
H -1.535 -0.466 5.127 0.073
H -2.902 1.178 1.815 0.085
H -1.431 1.764 0.962 0.020
H -1.894 0.022 0.859 -0.027
```

Results
electronic energy: -92187.170 eV
multiplicity: 2
total charge: +3
energy relative to the best compared isomer or geometry (same formula, charge and spin): 351.94 kJ/mol
highest occupied orbital energy (alpha / beta): -13.09 / -14.14 eV

Record 2
This record from the Open Molecules 2025 dataset describes a molecular structure, C30H24N4O4Pb. The level of theory is ωB97M-V/def2-TZVPD.

XYZ file:
```
63
Properties=species:S:1:pos:R:3:lowdin_charge:R:1
Pb 0.139 0.778 0.397 1.545
O 1.967 0.812 1.713 -0.272
C 3.031 0.077 1.543 -0.380
C 4.306 0.676 1.716 -0.018
C 5.470 -0.043 1.604 -0.092
C 5.451 -1.418 1.330 -0.114
C 4.233 -2.030 1.177 -0.060
C 3.023 -1.316 1.253 -0.151
C 1.807 -2.093 1.114 -0.090
N 0.660 -1.649 0.782 -0.073
C -0.474 -2.553 0.754 -0.188
C -1.715 -1.925 1.443 -0.191
N -1.519 -0.516 1.764 -0.078
C -1.969 -0.102 2.892 -0.099
C -1.965 1.239 3.419 -0.151
C -2.318 1.381 4.777 -0.067
C -2.367 2.602 5.392 -0.111
C -2.072 3.746 4.626 -0.089
C -1.743 3.649 3.299 -0.021
C -1.666 2.393 2.634 -0.393
O -1.371 2.338 1.376 -0.285
H 4.317 1.734 1.949 0.115
H 6.421 0.461 1.741 0.104
H 6.371 -1.982 1.247 0.098
H 4.184 -3.097 0.982 0.111
H 1.910 -3.166 1.323 0.131
H -0.228 -3.504 1.234 0.112
H -0.712 -2.776 -0.289 0.097
H -1.966 -2.493 2.345 0.108
H -2.570 -2.006 0.767 0.108
H -2.417 -0.848 3.562 0.123
H -2.553 0.483 5.340 0.105
H -2.629 2.689 6.437 0.093
H -2.112 4.723 5.094 0.101
H -1.523 4.529 2.707 0.110
O -0.780 -0.408 -2.383 0.050
C -2.119 -0.660 -2.339 -0.212
C -3.082 0.214 -1.866 0.021
C -4.379 -0.263 -1.888 -0.054
C -4.691 -1.549 -2.359 -0.072
C -3.707 -2.405 -2.814 -0.014
C -2.390 -1.939 -2.793 -0.142
C -1.111 -2.486 -3.099 0.059
N -0.188 -1.591 -2.837 -0.090
N 1.114 -1.725 -2.942 0.145
C 1.942 -0.743 -2.468 -0.438
O 1.624 0.363 -2.035 -0.070
C 3.387 -1.139 -2.492 -0.151
C 3.835 -2.368 -2.971 -0.037
C 5.187 -2.674 -2.940 -0.083
C 6.097 -1.757 -2.426 -0.086
C 5.651 -0.535 -1.942 -0.081
C 4.300 -0.227 -1.974 -0.023
H -2.828 1.195 -1.484 0.127
H -5.174 0.374 -1.523 0.113
H -5.723 -1.875 -2.355 0.107
H -3.941 -3.401 -3.167 0.117
H -0.810 -3.455 -3.459 0.151
H 3.118 -3.075 -3.369 0.100
H 5.534 -3.629 -3.316 0.099
H 7.153 -1.998 -2.398 0.102
H 6.355 0.176 -1.528 0.106
H 3.933 0.714 -1.587 0.119
```

Results
electronic energy: -50895.705 eV
energy relative to the best compared isomer or geometry (same formula, charge and spin): 81.99 kJ/mol
highest occupied orbital energy: -7.32 eV

Record 3
This record from the Open Molecules 2025 dataset describes C2H5NO2 in the gas phase in a non-equilibrium geometry. The level of theory is ωB97M-V/def2-TZVPD.

XYZ file:
```
10
Properties=species:S:1:pos:R:3:lowdin_charge:R:1
C 0.430 0.325 0.051 -0.325
C -0.977 0.025 -0.341 -0.589
H 1.210 -1.420 1.058 0.158
H 0.871 -1.581 -0.743 0.150
H 0.497 0.588 1.162 0.143
H 1.068 1.291 -0.444 0.170
H -1.263 1.829 -0.097 0.181
N 1.140 -0.845 0.071 -0.094
O -1.785 0.989 -0.385 0.156
O -1.191 -1.202 -0.333 0.049
```

Results
electronic energy: -7738.133 eV
structure (SMILES): NCC(=O)O
energy relative to the best compared isomer or geometry (same formula, charge and spin): 252.66 kJ/mol
highest occupied orbital energy: -8.98 eV

Record 4
This record from the Open Molecules 2025 dataset describes a molecular structure, C11H8N2OS4Sr in a non-equilibrium geometry. The level of theory is ωB97M-V/def2-TZVPD.

XYZ file:
```
27
Properties=species:S:1:pos:R:3:lowdin_charge:R:1
Sr 0.647 -1.954 0.232 1.153
C 2.885 2.267 0.069 -0.061
C 1.876 3.217 0.033 -0.055
C 0.557 2.811 0.030 -0.011
C 0.236 1.451 0.071 -0.222
N 1.230 0.536 0.100 -0.039
C 2.508 0.942 0.097 -0.153
C -1.175 0.956 0.077 -0.245
C -2.230 1.876 0.063 -0.059
C -3.544 1.443 0.055 -0.101
C -3.818 0.082 0.045 -0.108
C -2.766 -0.827 0.062 -0.182
C -1.420 -0.433 0.092 -0.239
H 3.929 2.543 0.074 0.107
H 2.116 4.273 0.005 0.111
H -0.223 3.554 -0.007 0.098
H 3.260 0.162 0.113 0.041
H -2.052 2.944 0.062 0.090
H -4.352 2.163 0.055 0.097
H -4.845 -0.264 0.028 0.095
H -3.013 -1.886 0.048 0.057
S 3.443 -2.453 -0.269 -0.166
S 3.728 -4.207 -1.157 -0.098
S 3.006 -5.687 0.145 -0.042
S 1.547 -4.954 1.203 -0.022
O -0.490 -4.760 -0.711 -0.048
N -1.039 -3.795 -0.618 0.002
```

Results
electronic energy: -60739.399 eV
energy relative to the best compared isomer or geometry (same formula, charge and spin): 0.00 kJ/mol
highest occupied orbital energy (alpha / beta): -7.58 / -7.64 eV

- Among the records above, which one has the lowest energy relative to the best compared isomer or geometry (same formula, charge and spin)?
  C11H8N2OS4Sr